The following is a quantum chemistry calculation of a 9-piece molecular cluster, C48H108Cl2O12 overall at a distorted geometry, from the OMol25 dataset.

Geometry (Å):
C (5.789040, -0.220792, -1.245199)
C (4.944559, 0.310321, -2.572649)
C (3.456589, -0.441762, -2.574074)
C (3.341327, -1.606167, -3.723336)
C (4.464870, -2.804481, -3.560385)
C (3.969131, -4.051511, -2.595642)
C (3.584949, -5.423760, -3.408601)
C (2.556024, -5.161015, -4.700948)
C (1.345526, -6.273274, -4.766522)
C (0.212665, -5.957519, -5.939987)
C (-0.681428, -4.584787, -5.602005)
C (-2.207369, -5.051401, -5.100163)
C (-2.715807, -3.890161, -4.065679)
C (-3.509602, -2.763744, -5.016316)
C (-4.642087, -1.906269, -4.199203)
C (-3.985477, -0.831942, -3.110808)
C (-5.066761, -0.421485, -1.945035)
O (-6.434490, -0.168365, -2.485975)
C (-7.451920, -0.484544, -1.451554)
O (-7.794168, 0.375512, -0.452512)
O (-3.695454, -4.312506, -3.060862)
C (-3.228516, -5.411230, -2.213435)
C (-1.657950, -5.348131, -1.758505)
O (-1.268989, -4.149112, -1.000467)
C (-0.231851, -4.466170, 0.010642)
C (-4.154612, -5.624744, -0.839020)
Cl (-3.419012, -5.740853, 0.887859)
C (-5.635306, -5.760034, -0.925366)
C (-6.524102, -5.718444, -2.302029)
Cl (-6.601712, -6.051811, 0.673377)
H (5.302135, -1.219005, -0.833440)
H (5.824237, 0.615612, -0.402113)
H (6.914211, -0.474228, -1.543435)
H (4.837091, 1.490922, -2.577104)
H (5.552593, -0.016196, -3.541498)
H (3.212512, -0.938110, -1.524783)
H (2.650961, 0.400045, -2.832341)
H (3.453944, -1.103014, -4.791052)
H (2.253734, -2.060217, -3.685041)
H (5.492878, -2.402235, -3.107941)
H (4.715781, -3.272678, -4.604905)
H (4.877534, -4.314508, -1.883894)
H (3.077885, -3.733739, -1.873688)
H (4.563576, -5.973851, -3.792433)
H (3.006923, -6.177233, -2.703967)
H (2.189761, -4.051359, -4.614051)
H (3.134893, -5.244004, -5.733788)
H (1.881549, -7.325960, -4.934908)
H (0.838719, -6.338001, -3.697850)
H (0.830776, -5.744192, -6.926761)
H (-0.464201, -6.902966, -6.085635)
H (-0.713842, -3.890209, -6.543730)
H (-0.075616, -4.053166, -4.721326)
H (-2.066808, -6.116451, -4.640429)
H (-2.842003, -5.153628, -6.079096)
H (-1.790651, -3.281611, -3.619264)
H (-2.751533, -2.077460, -5.612149)
H (-4.095597, -3.381719, -5.848833)
H (-5.184810, -1.218435, -5.010249)
H (-5.509689, -2.561108, -3.729232)
H (-3.791194, 0.162403, -3.741896)
H (-2.964230, -1.239285, -2.709446)
H (-5.197486, -1.275177, -1.142557)
H (-4.697949, 0.595187, -1.480618)
H (-8.028256, -1.526767, -1.437263)
H (-3.380792, -6.415412, -2.832903)
H (-0.884813, -5.456923, -2.661575)
H (-1.465674, -6.318607, -1.090067)
H (0.197551, -3.495838, 0.531767)
H (-0.605283, -5.183211, 0.867328)
H (0.641215, -5.048012, -0.551459)
H (-7.649583, -5.502456, -1.967286)
H (-6.579807, -6.775916, -2.852946)
H (-6.246882, -4.862254, -3.050789)
C (10.345275, 2.428568, -1.004473)
C (8.991846, 2.205570, -0.348647)
C (9.021678, 2.579538, 1.124718)
O (8.623089, 0.835240, -0.480683)
H (11.115873, 1.807631, -0.533971)
H (10.312275, 2.143561, -2.061531)
H (10.650244, 3.477199, -0.933694)
H (8.230395, 2.800897, -0.864226)
H (9.745266, 1.963973, 1.670742)
H (8.044363, 2.402256, 1.586555)
H (9.286941, 3.632693, 1.259427)
H (9.293679, 0.298988, -0.025868)
C (-9.511833, 4.196344, 1.842911)
C (-8.496670, 4.443947, 0.738492)
C (-8.869505, 3.699882, -0.533871)
O (-7.209364, 4.016252, 1.175691)
H (-9.560480, 3.132049, 2.099160)
H (-9.224128, 4.728020, 2.756276)
H (-10.510261, 4.529541, 1.543306)
H (-8.432351, 5.517771, 0.531587)
H (-8.895341, 2.618022, -0.361963)
H (-8.123538, 3.877472, -1.316088)
H (-9.848663, 4.018147, -0.904820)
H (-7.256944, 3.063785, 1.361852)
C (-9.948932, 6.691326, 5.481316)
C (-10.286334, 7.639844, 4.341984)
C (-9.035014, 8.288703, 3.772138)
O (-11.169301, 8.652918, 4.816612)
H (-9.463892, 7.225905, 6.305764)
H (-10.860052, 6.241128, 5.889818)
H (-9.283205, 5.890726, 5.144431)
H (-10.810418, 7.092921, 3.550621)
H (-8.517582, 8.879947, 4.535903)
H (-9.294216, 8.978033, 2.961270)
H (-8.341830, 7.536064, 3.383967)
H (-10.712358, 9.143740, 5.519756)
C (10.351506, 4.609283, 4.329576)
C (9.892904, 5.714732, 3.391882)
C (10.110530, 7.088307, 4.006274)
O (8.508728, 5.542086, 3.099525)
H (9.785993, 4.631538, 5.267901)
H (10.177438, 3.626033, 3.879452)
H (11.416771, 4.704881, 4.561340)
H (10.439042, 5.644304, 2.444878)
H (9.536478, 7.198520, 4.933075)
H (9.764571, 7.873559, 3.325423)
H (11.168554, 7.258324, 4.228364)
H (8.015877, 5.603030, 3.934688)
C (8.677002, 0.510286, -5.963767)
C (7.905258, -0.682454, -5.422115)
C (8.295726, -1.966150, -6.137100)
O (6.508007, -0.455752, -5.587995)
H (8.466930, 0.662340, -7.028428)
H (8.376782, 1.429019, -5.448512)
H (9.755313, 0.373576, -5.836485)
H (8.095017, -0.786818, -4.348270)
H (8.072118, -1.901971, -7.207858)
H (7.723495, -2.814087, -5.745409)
H (9.362595, -2.177196, -6.015052)
H (6.330149, -0.361768, -6.538598)
C (-11.933877, 11.524169, 9.214776)
C (-12.245116, 10.754526, 7.941048)
C (-13.128158, 9.549532, 8.223488)
O (-11.027127, 10.317770, 7.343578)
H (-11.393947, 10.894721, 9.931034)
H (-11.287504, 12.381463, 8.998120)
H (-12.850113, 11.887530, 9.690299)
H (-12.743195, 11.415891, 7.223722)
H (-12.630616, 8.850047, 8.904527)
H (-13.333793, 8.998188, 7.299582)
H (-14.080238, 9.853601, 8.669280)
H (-10.577924, 9.729945, 7.973493)
C (8.255185, -0.263481, 3.653154)
C (7.943947, -1.033124, 2.379425)
C (7.060904, -2.238118, 2.661865)
O (9.161935, -1.469880, 1.781956)
H (8.795115, -0.892929, 4.369411)
H (8.901558, 0.593813, 3.436498)
H (7.338949, 0.099880, 4.128677)
H (7.445868, -0.371759, 1.662099)
H (7.558446, -2.937603, 3.342904)
H (6.855270, -2.789462, 1.737960)
H (6.108824, -1.934049, 3.107657)
H (9.611138, -2.057705, 2.411870)
C (-1.324826, -7.563741, 2.779517)
C (0.004831, -7.369620, 3.490807)
C (-0.192291, -7.137119, 4.980315)
O (0.684787, -6.252463, 2.924377)
H (-1.957568, -6.674983, 2.881991)
H (-1.168301, -7.717670, 1.706439)
H (-1.865600, -8.425877, 3.181921)
H (0.637079, -8.250765, 3.336246)
H (-0.784806, -6.233256, 5.160865)
H (0.772242, -6.986753, 5.477240)
H (-0.699092, -7.986429, 5.448791)
H (0.130684, -5.465361, 3.056867)

Atoms 1-3, force components in eV/Å:
0.50 0.11 -0.34
0.14 -1.01 0.32
-0.12 0.52 -0.72

Summary:
Strongest force on any atom (eV Å⁻¹): 9.246
SMILES: CCCCCCCCCCCC[C@@H](CCCCOC=O)O[C@@H](COC)/C(Cl)=C(\C)Cl.CC(C)O.CC(C)O.CC(C)O.CC(C)O.CC(C)O.CC(C)O.CC(C)O.CC(C)O
Net charge: 0
HOMO (eV): -9.19
DFT total energy (eV): -101128.1167
Orbital gap (eV): 9.4